Entry from OMol25: an isolated molecule of C11H16N4O3 (ωB97M-V with the def2-TZVPD basis set).

Last columns: bonded neighbours and bond lengths (Å).
Cartesian coordinates (Å):
1 N 1.0975 -0.3602 2.3995  C2 1.489, H19 1.038, H20 1.055
2 C 0.6214 -1.2719 1.3228  N1 1.489, C3 1.568, C9 1.474, H21 1.143
3 C -0.7972 -1.7572 1.7818  C2 1.568, C4 1.493, H22 1.065, H23 1.069
4 C -1.5613 -2.1732 0.5690  C3 1.493, C5 1.371, N8 1.347
5 C -2.2596 -1.2870 -0.2101  C4 1.371, N6 1.332, H24 1.066
6 N -2.8975 -1.9795 -1.1526  C5 1.332, C7 1.378, H25 1.016
7 C -2.6303 -3.2964 -0.8468  N6 1.378, N8 1.315, H26 1.083
8 N -1.6880 -3.4144 0.0625  C4 1.347, C7 1.315
9 C 0.8219 -0.8580 -0.0778  C2 1.474, O10 1.202, N11 1.431
10 O 0.7082 -1.6186 -1.0012  C9 1.202
11 N 0.8602 0.5373 -0.3914  C9 1.431, C12 1.456, C15 1.524
12 C 0.5950 0.7737 -1.8034  N11 1.456, C13 1.570, H27 1.129, H28 1.089
13 C 0.8197 2.3107 -2.0341  C12 1.570, C14 1.504, H29 1.127, H30 1.136
14 C 1.9258 2.6104 -1.0598  C13 1.504, C15 1.517, H31 1.126, H32 1.100
15 C 1.4785 1.8191 0.1545  N11 1.524, C14 1.517, C16 1.507, H33 1.109
16 C 0.3124 2.5357 0.7856  C15 1.507, O17 1.167, O18 1.329
17 O -0.2197 3.5062 0.4145  C16 1.167
18 O -0.0191 1.9999 1.9556  C16 1.329, H34 1.042
19 H 2.1187 -0.1872 2.3356  N1 1.038
20 H 0.9598 -0.6491 3.4046  N1 1.055
21 H 1.3291 -2.1700 1.3249  C2 1.143
22 H -0.7701 -2.5708 2.4691  C3 1.065
23 H -1.3001 -0.9068 2.1909  C3 1.069
24 H -2.2677 -0.2210 -0.2275  C5 1.066
25 H -3.6229 -1.7266 -1.8177  N6 1.016
26 H -2.9097 -4.0768 -1.5441  C7 1.083
27 H 1.3800 0.1953 -2.3736  C12 1.129
28 H -0.3477 0.4971 -2.2723  C12 1.089
29 H -0.1564 2.8225 -1.7973  C13 1.127
30 H 0.9182 2.6574 -3.1115  C13 1.136
31 H 2.8724 2.1140 -1.4136  C14 1.126
32 H 2.1064 3.6676 -0.8150  C14 1.100
33 H 2.3222 1.4963 0.7979  C15 1.109
34 H 0.1997 0.9817 1.9811  O18 1.042

Results
**SMILES string**: N[C@@H](Cc1c[nH]cn1)C(=O)N1CCC[C@H]1C(=O)O
**Frontier orbital gap**: 8.93 eV
**ΔE to the lowest compared entry with this formula, charge and spin**: 57.48 kcal per mole
**Highest occupied orbital energy**: -8.45 eV

***

Entry from OMol25: a cluster of 2 separate species, C11H16NO in total (ωB97M-V with the def2-TZVPD basis set).

Last columns: bonded neighbours and bond lengths (Å).
Cartesian coordinates (Å):
1 C 2.1731 1.2527 -2.7614  C2 1.388, C3 1.390, H14 1.078
2 C 2.5781 0.0508 -2.1974  C1 1.388, C4 1.379, H15 1.078
3 C 1.4654 2.1784 -2.0041  C1 1.390, C5 1.378, H16 1.078
4 C 2.2808 -0.2284 -0.8802  C2 1.379, C6 1.404, H17 1.078
5 C 1.1524 1.9063 -0.6895  C3 1.378, C6 1.404, H18 1.079
6 C 1.5654 0.6983 -0.1060  C4 1.404, C5 1.404, C11 1.431
7 C -0.3819 -1.3247 1.1811  C8 1.463, N12 1.468, H19 1.077
8 C -1.6900 -1.0051 0.6080  C7 1.463, C9 1.505, C10 1.509, N12 1.500
9 C -1.9034 0.2585 -0.1816  C8 1.505, H20 1.084, H21 1.088, H22 1.085
10 C -2.7010 -2.0941 0.3422  C8 1.509, H23 1.086, H24 1.085, H25 1.087
11 C 1.3319 0.4128 1.2763  C6 1.431, O13 1.339, H26 1.083
12 N -1.4171 -0.7758 2.0648  C7 1.468, C8 1.500, H27 1.018, H28 1.025
13 O 0.6689 1.2689 2.0641  C11 1.339, H29 0.967
14 H 2.4151 1.4741 -3.7888  C1 1.078
15 H 3.1274 -0.6683 -2.7839  C2 1.078
16 H 1.1691 3.1155 -2.4479  C3 1.078
17 H 2.5931 -1.1596 -0.4353  C4 1.078
18 H 0.6270 2.6337 -0.0896  C5 1.079
19 H -0.0497 -2.3320 1.3675  C7 1.077
20 H -1.1851 1.0218 0.0953  C9 1.084
21 H -2.9115 0.6385 -0.0284  C9 1.088
22 H -1.7802 0.0493 -1.2395  C9 1.085
23 H -2.4974 -2.9873 0.9254  C10 1.086
24 H -2.6671 -2.3650 -0.7083  C10 1.085
25 H -3.7056 -1.7431 0.5660  C10 1.087
26 H 1.9816 -0.3135 1.7487  C11 1.083
27 H -1.9035 -1.3421 2.7576  N12 1.018
28 H -1.2692 0.1958 2.3551  N12 1.025
29 H 0.9335 1.1838 2.9900  O13 0.967

Results
**Frontier orbital gap (alpha / beta)**: 7.87 / 7.87 eV
**ΔE to the lowest compared entry with this formula, charge and spin**: 81.06 kcal per mole
**Charge**: +1
**Highest occupied orbital energy (alpha / beta)**: -11.71 / -11.71 eV

***

Which formula does entry 2 have? C11H16NO

***

Which of these has the highest ΔE to the lowest compared entry with this formula, charge and spin? C11H16NO

***

Copy entry 2 word for word.
Entry from OMol25: a cluster of 2 separate species, C11H16NO in total (ωB97M-V with the def2-TZVPD basis set).

Last columns: bonded neighbours and bond lengths (Å).
Cartesian coordinates (Å):
1 C 2.1731 1.2527 -2.7614  C2 1.388, C3 1.390, H14 1.078
2 C 2.5781 0.0508 -2.1974  C1 1.388, C4 1.379, H15 1.078
3 C 1.4654 2.1784 -2.0041  C1 1.390, C5 1.378, H16 1.078
4 C 2.2808 -0.2284 -0.8802  C2 1.379, C6 1.404, H17 1.078
5 C 1.1524 1.9063 -0.6895  C3 1.378, C6 1.404, H18 1.079
6 C 1.5654 0.6983 -0.1060  C4 1.404, C5 1.404, C11 1.431
7 C -0.3819 -1.3247 1.1811  C8 1.463, N12 1.468, H19 1.077
8 C -1.6900 -1.0051 0.6080  C7 1.463, C9 1.505, C10 1.509, N12 1.500
9 C -1.9034 0.2585 -0.1816  C8 1.505, H20 1.084, H21 1.088, H22 1.085
10 C -2.7010 -2.0941 0.3422  C8 1.509, H23 1.086, H24 1.085, H25 1.087
11 C 1.3319 0.4128 1.2763  C6 1.431, O13 1.339, H26 1.083
12 N -1.4171 -0.7758 2.0648  C7 1.468, C8 1.500, H27 1.018, H28 1.025
13 O 0.6689 1.2689 2.0641  C11 1.339, H29 0.967
14 H 2.4151 1.4741 -3.7888  C1 1.078
15 H 3.1274 -0.6683 -2.7839  C2 1.078
16 H 1.1691 3.1155 -2.4479  C3 1.078
17 H 2.5931 -1.1596 -0.4353  C4 1.078
18 H 0.6270 2.6337 -0.0896  C5 1.079
19 H -0.0497 -2.3320 1.3675  C7 1.077
20 H -1.1851 1.0218 0.0953  C9 1.084
21 H -2.9115 0.6385 -0.0284  C9 1.088
22 H -1.7802 0.0493 -1.2395  C9 1.085
23 H -2.4974 -2.9873 0.9254  C10 1.086
24 H -2.6671 -2.3650 -0.7083  C10 1.085
25 H -3.7056 -1.7431 0.5660  C10 1.087
26 H 1.9816 -0.3135 1.7487  C11 1.083
27 H -1.9035 -1.3421 2.7576  N12 1.018
28 H -1.2692 0.1958 2.3551  N12 1.025
29 H 0.9335 1.1838 2.9900  O13 0.967

Results
**Frontier orbital gap (alpha / beta)**: 7.87 / 7.87 eV
**ΔE to the lowest compared entry with this formula, charge and spin**: 81.06 kcal per mole
**Charge**: +1
**Highest occupied orbital energy (alpha / beta)**: -11.71 / -11.71 eV

***

Which formula does entry 1 have? C11H16N4O3